Entry from the OMol25 dataset: a structure of composition C13H8N3O10SSe4Ta (ωB97M-V with the def2-TZVPD basis set).

CARTESIAN COORDINATES (ANGSTROEM)
Ta: 0.7701 1.3065 -1.5444
O: 0.0189 3.5683 1.1899
C: -0.3350 2.5241 0.7641
O: 0.5071 1.4830 0.3878
C: -1.7573 2.1047 0.4886
C: -2.7288 2.0614 1.4709
C: -3.9765 1.5592 1.1282
C: -4.2728 1.0649 -0.1237
C: -3.2721 1.0981 -1.0826
C: -2.0448 1.6653 -0.8040
O: -1.0486 1.8194 -1.7294
N: -3.5366 0.4619 -2.3938
O: -2.5678 -0.0060 -2.9654
O: -4.6800 0.4133 -2.7668
N: -5.0384 1.5223 2.1652
O: -6.1280 1.1261 1.8196
O: -4.7330 1.9044 3.2719
H: -2.5325 2.3978 2.4790
H: -5.2454 0.6548 -0.3525
Se: 2.0134 0.0142 -3.3405
Se: 3.2837 0.4058 -1.4098
Se: 3.8708 2.6562 -1.8642
Se: 1.7087 3.5218 -2.1556
N: 0.0244 -0.7774 -0.9484
C: 1.0850 -1.5001 -0.2436
C: 1.9268 -2.3314 -0.9773
C: 3.0730 -2.8194 -0.3747
C: 3.3854 -2.4864 0.9384
C: 2.4823 -1.7340 1.6761
C: 1.3247 -1.2387 1.0941
S: 4.9527 -3.0179 1.6230
O: 5.8791 -2.6244 0.5735
O: 5.0497 -2.2592 2.8559
O: 4.7793 -4.4473 1.7749
H: -0.7672 -0.6162 -0.3268
H: -0.3202 -1.3422 -1.7223
H: 1.6926 -2.5849 -2.0044
H: 3.7669 -3.4353 -0.9314
H: 2.7361 -1.5085 2.7036
H: 0.6545 -0.6045 1.6568

Atomic forces in eV per Å
Ta 0.2 0.1 0.0
O 0.1 0.0 0.3
C 0.0 -0.6 -0.4
O 0.0 1.0 -0.1
C -0.2 0.0 0.2
C -0.1 0.0 -0.2
C -0.1 0.0 0.1
C 0.2 0.1 0.0
C -0.5 -0.1 -0.3
C 0.7 0.3 -0.1
O -0.5 -0.4 0.1
N 0.2 0.1 0.4
O -0.1 -0.1 -0.1
O 0.0 0.0 -0.1
N 0.1 0.1 -0.1
O 0.0 0.0 0.0
O 0.0 0.0 0.0
H 0.0 0.0 0.0
H 0.0 0.0 0.0
Se 0.1 0.1 -0.2
Se 0.1 0.0 0.1
Se 0.1 -0.1 0.0
Se 0.0 0.2 0.1
N -0.4 -0.4 0.0
C 0.0 0.0 0.0
C -0.1 -0.1 0.1
C 0.1 -0.1 0.0
C -0.4 0.1 -0.2
C 0.2 0.0 0.1
C 0.1 0.0 -0.1
S 0.2 0.0 0.1
O 0.0 0.1 0.0
O 0.0 0.0 -0.1
O 0.0 0.0 0.0
H 0.1 -0.2 0.1
H 0.0 0.1 0.0
H 0.0 0.0 0.0
H 0.0 0.0 0.0
H 0.0 0.0 0.0
H 0.0 0.0 0.0

frontier orbital gap	4.815	eV
charge	0
calculated total energy	-312324.392	eV
molecular weight	895.07	g mol⁻¹
ΔE to the lowest compared entry with this formula, charge and spin	3.407	eV
E_HOMO	-8.06	eV